Entry 1:
67
Properties=species:S:1:pos:R:3:mulliken_charge:R:1 method="wB97M-V/def2-TZVPD" homo_ev=-12.04 multiplicity=1 e_above_lowest_ev=0.8875 e_lumo_ev=-3.31 charge=+1 homo_lumo_gap_ev=8.73
Cs -0.564 -4.623 -3.148 1.047
Cs 3.304 -2.037 0.947 1.155
B 0.455 -1.872 -0.983 1.610
H 1.484 -1.736 -1.602 -0.300
H -0.035 -0.755 -1.141 -0.473
H -0.305 -2.697 -1.438 -0.842
H 0.657 -2.065 0.180 -0.979
C -0.822 -4.999 2.407 -0.246
C -1.044 -4.969 3.939 -0.839
C -0.291 -3.814 4.529 -0.183
S 1.312 -3.957 3.722 0.995
O 2.168 -4.887 4.391 -0.636
O 1.836 -2.648 3.374 -0.649
C 0.634 -4.653 2.171 0.011
H -1.451 -4.231 1.959 -0.095
H -1.103 -6.010 2.125 0.352
H -0.671 -5.893 4.387 0.390
H -2.118 -4.921 4.116 0.375
H -0.152 -3.763 5.602 0.491
H -0.622 -2.858 4.110 -0.097
H 1.283 -5.487 1.868 0.377
H 0.883 -4.017 1.307 -0.231
C -2.949 1.165 0.814 -0.410
C -3.329 -0.279 0.366 -0.929
C -2.372 -1.207 1.088 0.604
S -2.339 -0.543 2.750 1.222
O -1.012 -0.708 3.297 -0.688
O -3.459 -1.020 3.514 -0.701
C -2.607 1.160 2.291 -0.745
H -3.787 1.843 0.621 0.399
H -2.191 1.603 0.162 0.018
H -3.230 -0.265 -0.718 0.400
H -4.367 -0.456 0.648 0.376
H -1.404 -1.188 0.595 -0.733
H -2.816 -2.195 1.211 0.373
H -1.693 1.719 2.488 0.368
H -3.376 1.591 2.929 0.374
C -1.658 2.957 -3.336 -0.529
C -0.902 1.685 -3.726 -0.167
C -0.379 1.988 -5.132 -0.918
S 0.309 3.627 -5.020 1.095
O 0.081 4.373 -6.221 -0.672
O 1.630 3.500 -4.478 -0.589
C -0.826 4.198 -3.728 -0.733
H -1.906 2.976 -2.277 0.138
H -2.557 2.926 -3.950 0.383
H -1.531 0.807 -3.823 0.315
H -0.067 1.475 -3.057 0.055
H -1.227 2.095 -5.816 0.375
H 0.343 1.308 -5.573 0.449
H -1.495 4.804 -4.336 0.346
H -0.304 4.715 -2.935 0.430
C 3.195 3.804 0.229 -0.717
C 2.414 2.751 1.034 -0.624
C 2.194 1.594 0.062 -0.014
S 3.754 1.401 -0.768 1.106
O 3.609 0.701 -2.020 -0.665
O 4.739 0.892 0.166 -0.706
C 3.957 3.164 -0.947 -0.600
H 3.863 4.374 0.870 0.363
H 2.537 4.534 -0.248 0.272
H 1.433 3.135 1.307 0.294
H 2.942 2.441 1.932 0.380
H 1.542 2.060 -0.682 -0.057
H 1.767 0.683 0.476 0.089
H 3.593 3.389 -1.940 0.290
H 5.037 3.314 -0.940 0.446



Entry 2:
65
Properties=species:S:1:pos:R:3:mulliken_charge:R:1 method="wB97M-V/def2-TZVPD" homo_ev=-7.49 multiplicity=1 e_above_lowest_ev=2.0685 e_lumo_ev=2.46 charge=-1 homo_lumo_gap_ev=9.94
B -30.346 -23.417 88.072 0.539
F -30.719 -22.087 87.870 -0.321
F -31.442 -23.908 88.732 -0.380
F -29.982 -23.984 86.891 -0.335
F -29.282 -23.582 88.990 -0.171
C -32.254 -18.961 87.271 -0.411
C -33.492 -18.340 87.685 0.254
N -34.531 -17.834 87.978 -0.478
H -32.051 -19.122 86.251 0.382
H -31.543 -18.147 87.642 0.219
H -32.243 -19.960 87.920 0.038
C -31.433 -25.518 92.030 -0.267
C -30.854 -24.956 93.254 0.258
N -30.444 -24.508 94.263 -0.500
H -31.406 -26.535 92.233 0.400
H -32.426 -25.313 91.783 0.410
H -30.920 -25.303 91.107 -0.366
C -30.704 -27.303 88.985 -0.347
C -29.516 -27.368 89.803 0.424
N -28.623 -27.474 90.557 -0.502
H -31.571 -26.683 89.347 0.174
H -30.529 -26.908 88.017 -0.138
H -31.308 -28.150 88.566 0.430
C -27.200 -24.228 91.781 -0.562
C -25.772 -23.677 91.580 0.183
N -24.666 -23.278 91.424 -0.491
H -27.801 -24.577 90.841 0.019
H -27.357 -25.180 92.237 0.460
H -27.692 -23.572 92.306 0.370
C -31.362 -27.619 83.759 -1.477
C -30.594 -26.653 84.808 -0.081
O -31.449 -25.807 85.336 -0.519
H -32.051 -27.908 84.373 0.441
H -30.593 -28.279 83.503 0.400
H -31.669 -27.005 82.971 0.322
H -29.901 -26.281 84.315 0.430
H -30.080 -27.169 85.830 0.069
H -30.820 -25.074 85.849 0.410
C -25.198 -22.434 86.948 -1.742
C -26.464 -22.900 87.679 0.610
O -26.927 -24.131 87.181 -0.599
H -24.387 -23.142 86.982 0.364
H -24.877 -21.549 87.286 0.472
H -25.458 -22.341 86.000 0.491
H -27.192 -21.941 87.383 0.062
H -26.314 -22.817 88.841 -0.031
H -27.791 -24.186 87.454 0.198
C -35.832 -22.425 90.536 -1.285
C -34.771 -23.065 89.784 0.220
O -34.197 -22.211 88.799 -0.578
H -35.661 -21.463 90.848 0.375
H -36.122 -22.908 91.398 0.430
H -36.851 -22.450 89.878 0.211
H -34.975 -23.814 89.195 0.489
H -33.962 -23.440 90.282 -0.165
H -33.352 -22.615 88.458 0.279
C -29.649 -19.532 91.669 -1.317
C -28.962 -20.756 91.093 0.198
O -29.954 -21.801 91.203 -0.503
H -30.642 -19.285 91.065 0.168
H -28.978 -18.837 92.172 0.395
H -30.212 -19.786 92.471 0.412
H -27.892 -20.948 91.472 0.164
H -28.826 -20.403 90.033 0.144
H -29.937 -22.399 90.260 0.254



Entry 3:
66
Properties=species:S:1:pos:R:3:mulliken_charge:R:1 method="wB97M-V/def2-TZVPD" homo_ev="-2.83 / -4.23" multiplicity=2 e_lumo_ev="2.12 / 2.12" charge=-1 s2=0.7605 homo_lumo_gap_ev="4.95 / 6.35"
Cs -1.627 1.271 -0.181 1.262
C -2.527 6.796 1.937 -1.181
C -1.580 5.925 2.728 -0.231
O -2.114 4.599 2.752 -0.322
P -1.134 3.323 2.626 0.735
S -2.279 1.741 2.867 -0.541
S 0.092 3.539 1.084 -0.656
O -0.260 3.600 3.976 -0.425
C 0.912 2.838 4.272 -0.406
C 0.594 1.636 5.142 -0.899
H -2.200 7.840 1.974 0.377
H -3.538 6.731 2.347 0.289
H -2.556 6.472 0.896 0.248
H -1.487 6.274 3.758 0.243
H -0.591 5.921 2.273 0.361
H 1.585 3.520 4.792 0.254
H 1.393 2.539 3.342 0.303
H 0.155 1.951 6.091 0.290
H 1.511 1.073 5.342 0.368
H -0.124 0.985 4.640 0.154
C 1.422 -2.864 -0.159 -0.703
N 0.507 -2.193 0.765 0.188
C -0.371 -3.196 1.364 -0.682
N 0.383 -4.232 2.090 0.009
C 1.311 -4.858 1.138 -0.671
N 2.230 -3.892 0.524 0.128
C 2.976 -3.232 1.604 -0.686
N 2.099 -2.557 2.569 0.092
C 1.291 -1.567 1.832 -0.782
C 1.182 -3.559 3.125 -0.706
H 2.080 -2.122 -0.609 0.245
H 0.844 -3.333 -0.958 0.186
H -0.955 -3.674 0.575 0.313
H -1.052 -2.705 2.060 0.351
H 0.733 -5.342 0.350 0.333
H 1.894 -5.616 1.663 0.328
H 3.650 -2.495 1.165 0.317
H 3.569 -3.981 2.132 0.337
H 1.955 -0.821 1.393 0.277
H 0.615 -1.069 2.529 0.449
H 0.506 -3.067 3.825 0.328
H 1.762 -4.310 3.664 0.333
O -0.583 0.535 -2.235 -0.827
S 0.535 -0.548 -2.690 0.185
C 1.192 -2.003 -4.254 -0.936
C 1.886 -1.123 -5.265 -0.370
C 2.626 -0.052 -4.460 -0.600
C 1.606 0.638 -3.568 -0.715
H 0.291 -2.512 -4.599 0.367
H 1.857 -2.688 -3.715 0.253
H 1.137 -0.626 -5.894 0.228
H 2.569 -1.656 -5.936 0.300
H 3.130 0.673 -5.107 0.328
H 3.389 -0.537 -3.841 0.235
H 0.928 1.272 -4.146 0.239
H 2.069 1.250 -2.794 0.318
C -4.397 0.858 -4.101 -1.094
S -2.853 0.620 -3.165 0.872
C -2.714 -1.091 -3.667 -0.934
O -3.366 0.577 -1.753 -0.871
H -4.186 0.803 -5.174 0.348
H -4.760 1.856 -3.850 0.342
H -5.137 0.109 -3.808 0.290
H -2.643 -1.144 -4.757 0.321
H -3.614 -1.593 -3.301 0.435
H -1.817 -1.509 -3.217 0.077



no.,total energy (Eh)
1,-2890.772129
2,-1575.526899
3,-3105.494403